1.
ORCA calculation (ωB97M-V with the def2-TZVPD basis set) on C37H28ErF15GeNO6S as an isolated structure.

Results
frontier orbital gap (alpha / beta) = 7.8 / 7.8 eV
total charge = +1
highest occupied orbital energy (alpha / beta) = -10.3 / -10.3 eV
2S+1 = 4

Each line ends with the Löwdin spin population.
CARTESIAN COORDINATES (ANGSTROEM)
Er1 0.24847 -1.03607 -0.11161  3.025
C1 1.49977 -2.46017 -3.44851  0.000
C2 1.03597 -1.01867 -3.67671  0.000
O1 -0.07523 -0.69737 -2.85981  -0.001
C3 -1.35923 -1.07237 -3.33651  0.000
C4 -1.78203 -2.47107 -2.88251  0.000
O2 -1.51253 -2.57907 -1.48641  -0.001
C5 -1.86343 -3.86457 -0.98791  0.000
C6 -1.96833 -3.79967 0.53119  0.000
O3 -0.78303 -3.18727 1.04169  -0.002
C7 -0.86453 -2.95137 2.45789  0.000
C8 0.54877 -3.02747 3.03199  0.000
O4 1.43467 -2.28537 2.20499  -0.001
C9 2.80427 -2.54247 2.51429  0.000
C10 3.63247 -2.18827 1.26589  0.000
O5 2.83617 -2.34187 0.09919  -0.001
C11 2.50597 -3.70737 -0.16311  0.000
C12 2.25117 -3.80907 -1.66041  0.000
O6 1.45127 -2.70087 -2.04341  -0.001
H1 2.52387 -2.57387 -3.82511  0.000
H2 0.85667 -3.18547 -3.96561  0.000
H3 0.81727 -0.85427 -4.73541  0.000
H4 1.82517 -0.32887 -3.36051  0.000
H5 -1.41403 -0.98997 -4.42571  0.000
H6 -2.05213 -0.35527 -2.88821  0.000
H7 -1.25873 -3.26757 -3.42891  0.000
H8 -2.85673 -2.58107 -3.07251  0.000
H9 -1.09863 -4.59587 -1.29001  0.000
H10 -2.83183 -4.18247 -1.39291  0.000
H11 -2.06053 -4.81837 0.92869  0.000
H12 -2.85163 -3.22107 0.82309  0.000
H13 -1.47603 -3.72057 2.93709  0.000
H14 -1.30423 -1.96457 2.64499  0.000
H15 0.87547 -4.07677 3.04869  0.000
H16 0.55517 -2.63387 4.05559  0.000
H17 2.92617 -3.60767 2.75589  0.000
H18 3.12717 -1.95217 3.38009  0.000
H19 4.52067 -2.82567 1.21259  0.000
H20 3.96377 -1.14907 1.27349  0.000
H21 1.61307 -3.99597 0.40629  0.000
H22 3.34127 -4.36217 0.10669  0.000
H23 1.75277 -4.75717 -1.90371  0.000
H24 3.21007 -3.76387 -2.19041  0.000
N1 5.61217 3.46683 4.49619  0.000
C13 4.64657 2.96023 4.14659  0.000
C14 3.46747 2.31523 3.70579  0.000
C15 2.24057 2.54643 4.33729  0.000
C16 1.09977 1.91523 3.89119  0.000
C17 1.16367 1.05433 2.79459  -0.001
C18 2.38837 0.82563 2.16919  0.000
C19 3.53677 1.44003 2.62049  0.000
H25 2.19527 3.22683 5.17499  0.000
H26 0.14777 2.07423 4.37309  0.000
H27 2.39497 0.15763 1.30209  0.000
H28 4.48537 1.27483 2.13169  0.000
F1 0.45087 3.78843 -2.26291  0.000
C20 -0.78243 3.61053 -2.76401  0.000
C21 -1.56423 2.58893 -2.26431  -0.001
C22 -2.79073 2.40383 -2.87411  0.000
F2 -3.53393 1.35023 -2.45001  0.000
C23 -3.26613 3.20853 -3.89731  0.000
F3 -4.45913 2.99523 -4.45221  0.000
C24 -2.46033 4.24603 -4.36181  0.000
F4 -2.87873 5.01823 -5.35981  0.000
C25 -1.20523 4.44293 -3.79401  0.000
F5 -0.41033 5.41023 -4.24691  0.000
Ge1 -1.04263 1.31093 -0.77701  -0.005
S1 -0.26903 0.27273 2.18739  -0.008
C26 0.19157 2.60443 0.16089  -0.001
C27 1.52657 2.37773 -0.10851  0.000
F6 1.82817 1.23023 -0.84411  -0.001
C28 2.55347 3.17993 0.35609  0.000
F7 3.82757 2.90663 0.06619  0.000
C29 2.23007 4.25553 1.17939  0.000
F8 3.18987 5.02723 1.67849  0.000
C30 0.89867 4.49463 1.50849  0.000
F9 0.58047 5.49183 2.32829  0.000
C31 -0.09683 3.67283 0.98899  0.000
F10 -1.36183 3.88553 1.35019  0.000
C32 -2.79363 1.45403 0.21319  -0.001
C33 -3.65133 2.53813 0.28089  0.000
F11 -3.28113 3.68473 -0.29181  0.000
C34 -4.89973 2.45323 0.88979  0.000
F12 -5.70293 3.50973 0.93759  0.000
C35 -5.31923 1.24073 1.43529  0.000
F13 -6.50153 1.14483 2.03339  0.000
C36 -4.49903 0.12013 1.33089  0.000
F14 -4.90243 -1.07197 1.79269  0.000
C37 -3.26603 0.26263 0.72239  0.000
F15 -2.46233 -0.86327 0.58059  0.000

---

2.
ORCA calculation (ωB97M-V with the def2-TZVPD basis set) on C37H28F3N2O6P2S2SeTc as an isolated structure.

Results
frontier orbital gap (alpha / beta) = 7.6 / 6.7 eV
total charge = -1
highest occupied orbital energy (alpha / beta) = -5.4 / -5.5 eV
2S+1 = 4

Each line ends with the Löwdin spin population.
CARTESIAN COORDINATES (ANGSTROEM)
Tc1 -0.76423 1.22249 0.54388  2.453
N1 -0.26613 -1.85550 0.46626  -0.001
P1 0.69272 -0.66821 1.30256  0.012
C1 2.34126 -0.85110 0.55207  -0.001
C2 2.79996 -2.13164 0.24294  0.000
C3 4.04928 -2.30902 -0.32312  0.000
C4 4.85798 -1.20667 -0.57421  0.000
C5 4.40806 0.06582 -0.26331  0.000
C6 3.14984 0.24783 0.29683  -0.001
C7 0.98117 -1.40836 2.93864  0.001
C8 0.00292 -2.13344 3.60860  -0.001
C9 0.30127 -2.73096 4.82676  0.000
C10 1.56301 -2.60431 5.38489  -0.001
C11 2.53878 -1.87624 4.71839  0.000
C12 2.25121 -1.28523 3.50138  0.000
P2 -0.73089 -0.90184 -0.88957  -0.020
C13 0.61028 -1.38768 -2.04300  -0.006
C14 0.64244 -2.73153 -2.42039  -0.001
C15 1.63939 -3.20432 -3.25412  0.000
C16 2.61791 -2.33816 -3.72825  0.000
C17 2.59653 -1.00767 -3.35084  0.000
C18 1.59730 -0.53469 -2.50886  0.001
C19 -2.10773 -1.66042 -1.78423  -0.004
C20 -2.89226 -2.67893 -1.25368  -0.002
C21 -3.88685 -3.24656 -2.03229  0.000
C22 -4.11936 -2.78316 -3.32140  -0.002
C23 -3.34774 -1.75469 -3.83936  0.000
C24 -2.33075 -1.20049 -3.07541  -0.002
H1 -1.05642 -2.19101 1.04092  0.000
H2 2.15796 -2.98512 0.42614  0.000
H3 4.39035 -3.30518 -0.57592  0.000
H4 5.83720 -1.34377 -1.01685  0.000
H5 5.03188 0.92936 -0.45872  0.000
H6 2.80376 1.24388 0.53895  -0.001
H7 -1.00165 -2.22234 3.21315  0.000
H8 -0.47227 -3.28856 5.33916  0.000
H9 1.78697 -3.06596 6.33879  0.000
H10 3.52607 -1.76211 5.14771  0.000
H11 3.02430 -0.72259 2.99535  0.000
H12 -0.11447 -3.41443 -2.05344  0.000
H13 1.65084 -4.24982 -3.53640  0.000
H14 3.39900 -2.70843 -4.38123  0.000
H15 3.36748 -0.32893 -3.69518  0.000
H16 1.61575 0.49124 -2.17668  0.002
H17 -2.75985 -2.99617 -0.22716  0.000
H18 -4.50097 -4.03670 -1.61953  0.000
H19 -4.91042 -3.22011 -3.91837  0.000
H20 -3.53044 -1.38182 -4.83942  0.000
H21 -1.71407 -0.41232 -3.49480  0.000
F1 0.42679 4.62397 6.13951  0.000
C25 0.89320 3.76156 5.20109  0.002
F2 0.86531 2.55161 5.76797  0.002
F3 2.18651 4.09012 5.01575  0.003
C26 0.08037 3.85739 3.94038  0.001
C27 -0.76599 4.92887 3.77287  0.005
C28 -1.49743 5.05485 2.60008  -0.001
C29 -1.40937 4.03817 1.67692  0.002
N2 -0.61126 2.97740 1.83773  -0.011
C30 0.23479 2.90450 2.89738  0.014
S1 1.50988 1.78332 2.84990  0.146
H22 -0.85452 5.66579 4.55958  0.000
H23 -2.15626 5.89130 2.42465  0.000
H24 -2.01256 4.04086 0.78411  0.000
O1 -3.70691 3.35964 -1.43412  0.015
C31 -2.71149 2.66915 -1.32203  0.014
O2 -2.33807 2.16173 -0.18500  0.105
C32 -1.86345 2.39012 -2.53378  0.009
C33 -2.53650 2.32282 -3.75098  0.000
C34 -1.85494 2.14018 -4.93929  0.005
C35 -0.46727 2.06796 -4.91854  0.000
C36 0.21291 2.15495 -3.71770  0.006
C37 -0.46883 2.29284 -2.50417  0.020
S2 0.51049 2.42048 -1.02691  0.079
H25 -3.61333 2.42580 -3.73351  0.000
H26 -2.39617 2.07067 -5.87434  0.000
H27 0.08927 1.94357 -5.83943  0.000
H28 1.29449 2.11470 -3.70972  0.000
O3 -2.71019 -2.14544 2.16795  0.010
Se1 -3.06413 -0.58019 1.87348  0.010
O4 -3.20879 -0.37086 0.26983  0.025
O5 -1.56467 0.26529 2.16298  0.101
O6 -4.21828 0.05240 2.77970  0.011

---

3.
ORCA calculation (ωB97M-V with the def2-TZVPD basis set) on C37H28GeN5Pt as an isolated structure.

Results
frontier orbital gap (alpha / beta) = 4.4 / 3.3 eV
total charge = -1
highest occupied orbital energy (alpha / beta) = -2.5 / -1.7 eV

Each line ends with the Löwdin charge.
CARTESIAN COORDINATES (ANGSTROEM)
Pt1 -0.45575 -0.38363 0.33261  1.056
C1 1.92846 -0.04822 3.83557  -0.071
C2 2.22451 -1.35795 4.22334  -0.086
C3 1.87383 -2.37622 3.38289  -0.026
C4 1.20065 -2.12859 2.15955  -0.310
N1 0.81802 -0.85130 1.86387  -0.064
C5 1.23961 0.14486 2.66547  -0.170
N2 1.00615 -3.22280 1.38226  0.156
C6 0.48049 -3.21440 0.19222  -0.294
N3 0.08232 -2.14370 -0.53834  -0.051
C7 -0.48995 -2.57714 -1.68613  -0.314
N4 -0.97578 -1.82607 -2.63164  0.150
C8 -1.25594 -0.50508 -2.53257  -0.318
C9 -1.45921 0.16126 -3.77036  -0.030
C10 -1.87726 1.46005 -3.82321  -0.086
C11 -2.13354 2.12140 -2.61779  -0.072
C12 -1.87668 1.45882 -1.44594  -0.176
N5 -1.41306 0.19740 -1.36773  -0.067
C13 -0.42068 -4.03808 -1.74692  -0.095
C14 -0.87662 -4.96978 -2.66177  -0.019
C15 -0.67709 -6.31318 -2.37590  -0.094
C16 -0.03748 -6.71232 -1.20233  -0.096
C17 0.40696 -5.77723 -0.27820  -0.020
C18 0.20339 -4.43895 -0.56109  -0.101
H1 2.21284 0.79795 4.44420  0.098
H2 2.73029 -1.55135 5.16105  0.099
H3 2.09522 -3.41114 3.60024  0.103
H4 0.99063 1.14334 2.33449  0.081
H5 -1.26117 -0.41958 -4.66015  0.101
H6 -2.00018 1.97546 -4.76775  0.099
H7 -2.50157 3.13732 -2.59275  0.101
H8 -2.00887 1.96465 -0.49943  0.033
H9 -1.37368 -4.64609 -3.56701  0.109
H10 -1.03428 -7.07126 -3.06199  0.094
H11 0.09934 -7.76881 -1.00805  0.093
H12 0.88627 -6.07035 0.64675  0.109
C19 -1.34017 0.95931 1.52983  -0.499
Ge1 -3.17980 1.41823 1.77044  0.856
C20 -3.74981 3.17203 0.97084  -0.272
C21 -5.04456 3.42512 0.51961  -0.113
C22 -5.41969 4.69082 0.08557  -0.108
C23 -4.50113 5.73113 0.09757  -0.120
C24 -3.20078 5.49079 0.52367  -0.107
C25 -2.83536 4.22244 0.95321  -0.126
C26 -4.55775 0.13925 1.10088  -0.259
C27 -5.15693 -0.83356 1.89965  -0.118
C28 -6.08976 -1.71967 1.37705  -0.106
C29 -6.42567 -1.66996 0.03169  -0.115
C30 -5.80365 -0.73974 -0.78882  -0.097
C31 -4.88689 0.15547 -0.25600  -0.128
C32 -3.33957 1.72463 3.73852  -0.246
C33 -2.25012 2.33883 4.36379  -0.126
C34 -2.15525 2.42351 5.74436  -0.104
C35 -3.16637 1.90317 6.54316  -0.120
C36 -4.28372 1.34579 5.94250  -0.112
C37 -4.37065 1.26634 4.55707  -0.119
H13 -0.95408 0.90489 2.54864  -0.124
H14 -5.77325 2.62083 0.51162  0.090
H15 -6.43394 4.87108 -0.25435  0.092
H16 -4.79897 6.72670 -0.21105  0.089
H17 -2.47421 6.29587 0.52431  0.092
H18 -1.81583 4.03039 1.27845  0.087
H19 -4.87186 -0.92221 2.94117  0.084
H20 -6.55010 -2.46000 2.02222  0.093
H21 -7.16020 -2.35510 -0.37475  0.090
H22 -6.02881 -0.71492 -1.84942  0.096
H23 -4.41470 0.87755 -0.91244  0.084
H24 -1.45674 2.75375 3.75244  0.087
H25 -1.28983 2.89014 6.20141  0.092
H26 -3.08444 1.94197 7.62322  0.089
H27 -5.09239 0.96836 6.55912  0.092
H28 -5.26822 0.85169 4.11274  0.082

---

Number 1: strongest force on any atom 2.41 eV/Å. Number 2: strongest force on any atom 0.82 eV/Å. Number 3: strongest force on any atom 1.02 eV/Å.